The following is a DFT calculation (the ωB97M-V functional and the def2-TZVPD basis) of a structure of composition C2FOV at a distorted geometry.

Geometry (Å):
C1 -1.392 -0.600 -0.695
V1 2.156 -0.408 0.555
O1 0.127 -0.626 0.536
F1 -0.604 1.449 0.011
C2 -0.287 0.186 -0.407

Properties
Energy above the lowest of the compared OMol25 structures with the same formula, charge and spin (kJ/mol): 166.5
E_HOMO (spin up / spin down) (eV): -7.75 / -8.09
HOMO-LUMO gap (spin up / spin down) (eV): 6.61 / 7.34
Molar mass (g/mol): 109.96
Multiplicity: 5
Energy (Eh): -1194.9885
⟨S²⟩: 6.200